1.
DFT (ωB97M-V/def2-TZVPD) results for a cluster of 2 separate species, H4O2 in total at a distorted geometry.

Last column: natural (NBO) charge in e.
Positions of all 6 atoms, in Å:
1 O 1.28 -0.15 -0.25  -0.96
2 O -1.63 -0.23 -0.15  -0.96
3 H -1.95 0.66 0.01  0.46
4 H -0.65 -0.06 -0.19  0.48
5 H 1.27 -0.89 0.39  0.49
6 H 1.69 0.67 0.19  0.49

Computed properties:
energy relative to the best compared isomer or geometry (same formula, charge and spin)	14.5	kJ/mol
energy	-152.8694	Eh
orbital gap	0.4259	hartree
charge	0

=====

2.
DFT (ωB97M-V/def2-TZVPD) results for the ion C4H10NO2 with charge +1 at a distorted geometry.

Last column: natural (NBO) charge in e.
Positions of all 17 atoms, in Å:
1 O 2.71 0.00 -0.34  -0.71
2 O 2.19 0.20 1.84  -0.50
3 N 0.35 0.03 -1.44  -0.70
4 C 1.80 0.14 0.68  0.76
5 C -0.76 -0.40 0.81  -0.40
6 C 0.43 0.34 0.07  -0.17
7 C -2.23 0.02 0.38  -0.64
8 H -0.66 0.22 -1.73  0.46
9 H -2.67 -0.89 0.02  0.24
10 H -2.33 0.88 -0.41  0.20
11 H 3.58 0.09 -0.03  0.52
12 H -0.62 -0.51 1.83  0.26
13 H -0.73 -1.56 0.47  0.20
14 H 0.53 -0.93 -1.71  0.45
15 H 0.97 0.56 -2.12  0.47
16 H 0.08 1.47 0.33  0.29
17 H -2.65 0.35 1.34  0.26

Computed properties:
energy relative to the best compared isomer or geometry (same formula, charge and spin)	198.6	kJ/mol
energy	-363.3600	Eh
orbital gap	0.4135	hartree
charge	+1

=====

3.
DFT (ωB97M-V/def2-TZVPD) results for a structure of composition C41H46BN6P2Pd.

Last column: Mulliken spin population.
Positions of all 97 atoms, in Å:
1 Pd -0.04 -0.51 0.19  1.35
2 P -2.23 -0.02 -2.35  0.47
3 P -0.92 1.74 0.52  0.05
4 N 0.16 -1.31 2.35  0.62
5 N 1.26 -2.06 2.53  -0.07
6 N -0.20 -2.79 0.20  0.06
7 N 0.98 -3.44 0.48  -0.03
8 N 2.07 -0.36 0.24  0.19
9 N 2.71 -1.54 0.49  0.00
10 C -4.03 2.51 -5.64  0.12
11 C -0.44 -0.24 -2.45  0.17
12 C 0.13 -1.98 4.48  0.25
13 C 5.01 -2.51 0.39  0.00
14 C -2.89 1.02 -3.59  0.08
15 C -0.89 4.77 -2.23  0.00
16 C 4.23 -0.11 -0.22  0.01
17 C -4.10 1.72 -3.37  0.07
18 C 0.35 4.19 0.18  0.01
19 C -1.11 -3.73 -0.08  -0.01
20 C -0.52 -4.99 0.00  0.01
21 C 2.36 -3.33 4.37  0.00
22 C 0.67 2.27 4.21  0.00
23 C -2.52 -3.41 -0.45  0.03
24 C 0.80 -4.78 0.37  0.02
25 C 4.02 -1.41 0.21  0.00
26 C 0.47 1.88 2.89  -0.01
27 C 2.99 0.52 -0.17  -0.01
28 C -2.28 1.06 -4.86  0.11
29 C 0.08 -1.55 -2.48  0.00
30 C -0.33 2.95 4.89  0.00
31 C -1.92 -0.68 3.60  0.00
32 C 1.40 -1.77 -2.85  -0.01
33 C 1.67 0.59 -3.29  0.00
34 C -0.58 -1.31 3.53  -0.10
35 C 2.70 1.94 -0.46  -0.01
36 C 2.19 -0.71 -3.25  0.04
37 C 1.31 -2.48 3.80  0.28
38 C 0.63 5.37 -0.47  -0.01
39 C -0.55 3.27 -0.37  0.02
40 C -2.98 0.18 -0.70  0.29
41 C -1.73 2.88 2.94  0.00
42 C 0.02 5.66 -1.68  0.01
43 C -2.71 1.43 0.15  0.03
44 C -2.85 1.81 -5.87  -0.03
45 C -1.18 3.59 -1.57  0.03
46 C -0.74 2.17 2.26  0.04
47 C -1.53 3.25 4.26  0.00
48 C 1.87 -5.79 0.56  0.00
49 C -4.65 2.46 -4.39  -0.02
50 C 0.37 0.83 -2.90  0.05
51 B 2.04 -2.67 1.27  0.02
52 H -2.39 1.84 -6.85  0.00
53 H -2.59 -2.97 -1.44  0.00
54 H 1.51 -6.61 1.17  0.00
55 H -2.30 3.80 4.78  0.00
56 H 2.15 -4.37 4.08  0.04
57 H -0.03 1.83 -2.95  -0.02
58 H -2.64 -1.38 4.02  0.00
59 H 0.24 6.59 -2.19  0.00
60 H 1.67 2.09 -0.78  0.00
61 H -4.06 0.06 -0.84  0.00
62 H 2.76 -5.36 1.03  0.00
63 H -2.66 3.14 2.44  0.00
64 H -3.12 -4.32 -0.46  0.00
65 H -3.21 1.29 1.11  0.00
66 H -0.55 -2.39 -2.24  -0.03
67 H -4.48 3.09 -6.43  0.00
68 H -2.68 -0.72 -0.15  -0.18
69 H -1.91 0.22 4.22  0.00
70 H 1.32 6.08 -0.03  0.00
71 H -0.99 -5.94 -0.19  0.00
72 H -0.18 3.26 5.92  0.00
73 H -1.37 0.50 -5.05  0.01
74 H -2.97 -2.74 0.28  -0.01
75 H 1.78 -2.78 -2.85  0.00
76 H 1.61 2.07 4.70  0.00
77 H 1.26 1.37 2.35  0.00
78 H 4.63 -3.45 -0.02  0.00
79 H 2.88 2.55 0.43  0.00
80 H 5.17 0.33 -0.51  0.00
81 H -5.57 3.00 -4.22  0.00
82 H -2.26 -0.40 2.60  0.01
83 H 2.36 -3.28 5.45  0.00
84 H -1.39 5.01 -3.16  0.00
85 H -0.11 -2.15 5.51  0.00
86 H 2.28 1.40 -3.64  0.00
87 H -3.15 2.33 -0.29  0.00
88 H 2.86 -3.39 1.72  0.00
89 H 2.17 -6.20 -0.40  0.00
90 H 5.93 -2.26 -0.12  0.00
91 H 3.34 -3.08 3.96  0.02
92 H 0.81 3.98 1.14  0.00
93 H 5.25 -2.67 1.44  0.00
94 H -1.93 2.93 -2.01  0.00
95 H 3.36 2.32 -1.25  0.00
96 H 3.21 -0.88 -3.57  0.00
97 H -4.59 1.68 -2.41  0.00

Computed properties:
energy	-2753.0335	Eh
spin multiplicity	5
<S²>	6.044
orbital gap (spin up / spin down)	0.3152 / 0.1897	hartree
charge	+3

=====

4.
DFT (ωB97M-V/def2-TZVPD) results for a cluster of 3 separate species, C11H26BNO11P3S3 in total at a distorted geometry.

Last column: natural (NBO) charge in e.
Positions of all 56 atoms, in Å:
1 S 2.68 2.07 1.03  -0.06
2 S -3.74 4.42 1.19  -0.71
3 S 1.64 5.54 4.98  -0.64
4 P -2.48 2.99 1.75  0.57
5 P 0.54 4.09 4.25  0.83
6 P 1.07 0.80 3.42  1.21
7 O -2.63 -5.64 -2.10  -0.65
8 O 0.34 2.93 -1.39  -0.51
9 O 1.02 -3.52 -3.13  -0.51
10 O -4.03 -5.55 -0.34  -0.50
11 O 0.03 1.89 1.27  -0.74
12 O 0.71 -1.66 -2.10  -0.50
13 O 1.97 3.36 -2.83  -0.62
14 O -2.04 -4.77 -0.10  -0.49
15 O 0.19 -0.36 2.63  -1.00
16 O 2.80 -2.18 -2.78  -0.64
17 O 0.11 4.20 1.68  -0.71
18 N 2.61 0.12 3.37  -1.16
19 C 1.20 -0.42 -1.56  -0.26
20 C -5.02 -6.17 -1.15  -0.25
21 C 1.04 3.61 2.52  -0.21
22 C 1.90 -4.44 -3.77  -0.25
23 C 1.62 -2.42 -2.68  0.98
24 C -2.87 -5.34 -0.96  0.98
25 C -0.77 3.50 -0.64  -0.35
26 C 1.31 3.73 -1.86  0.81
27 C 1.61 5.01 -1.15  -0.74
28 C 1.15 2.11 2.07  -0.15
29 C -0.74 -4.47 -0.65  -0.26
30 B -0.66 3.16 0.94  0.58
31 H -0.82 -3.77 -1.47  0.22
32 H 2.66 -4.79 -3.08  0.19
33 H 2.37 -3.99 -4.64  0.19
34 H 2.34 5.54 -1.73  0.23
35 H -1.65 3.01 -1.05  0.20
36 H 3.00 0.05 2.44  0.38
37 H -5.26 -5.54 -2.01  0.19
38 H -0.66 0.02 2.41  0.50
39 H 2.57 -0.81 3.76  0.38
40 H 2.03 4.04 2.36  0.22
41 H -2.36 2.97 3.16  -0.04
42 H 0.36 0.09 -1.11  0.22
43 H -5.90 -6.27 -0.53  0.19
44 H 1.28 -5.28 -4.08  0.19
45 H 0.45 2.97 5.08  -0.02
46 H 1.99 4.84 -0.15  0.25
47 H -0.78 4.52 4.05  -0.01
48 H 1.95 -0.62 -0.80  0.17
49 H -4.69 -7.15 -1.49  0.19
50 H -0.90 4.55 -0.84  0.20
51 H -0.18 -4.01 0.16  0.20
52 H 0.74 5.65 -1.05  0.23
53 H 1.62 0.20 -2.34  0.21
54 H -2.99 1.71 1.44  -0.04
55 H 2.55 0.85 0.53  0.11
56 H -0.25 -5.38 -0.97  0.18

Computed properties:
energy relative to the best compared isomer or geometry (same formula, charge and spin)	0.0	kJ/mol
energy	-3560.8290	Eh
orbital gap	0.2677	hartree
charge	-1